[1]
18
Properties=species:S:1:pos:R:3 method="wB97M-V/def2-TZVPD" total_charge=0 homo_ev=-8.151 smiles="Cc1csc(N=C(N)N)n1" e_tot_ha=-812.37027
C 1.12137 -3.40116 0.25767
C 0.63306 -2.00525 -0.24291
C 0.47512 -1.72291 -1.47671
S 0.03690 -0.01947 -1.65230
C 0.18106 0.10954 0.12377
N 0.07241 1.25626 0.83588
C -0.65279 2.23003 0.42354
N -0.38758 3.50171 1.06417
N -1.56924 2.28849 -0.49215
N 0.51437 -1.00279 0.71892
H 1.14464 -3.97989 -0.41497
H 0.25058 -3.72047 1.04545
H 1.88416 -3.20874 0.79275
H 0.51268 -2.25661 -2.18566
H 0.49300 3.59479 1.56791
H -0.27474 4.08313 0.51089
H -2.43929 2.94778 -0.19272
H -1.99571 1.30557 -0.68353


[2]
87
Properties=species:S:1:pos:R:3 method="wB97M-V/def2-TZVPD" total_charge=-1 homo_ev="-5.501 / -5.504" e_tot_ha=-3581.85313
Pt -0.62160 0.41795 0.52446
O 0.80688 -1.48508 2.80971
C 1.23364 -2.61840 2.08413
C 0.65550 -2.54859 0.50575
O 1.13850 -3.39789 -0.21800
O -0.28539 -1.72205 0.30540
C 0.53048 -3.84398 2.57832
C 1.04630 -5.11478 2.32149
C 0.33575 -6.24494 2.68941
C -0.90288 -6.12926 3.30690
C -1.41782 -4.86901 3.56912
C -0.71001 -3.73379 3.20434
C 2.74830 -2.70380 2.10287
C 3.54073 -2.23326 1.06346
C 4.92421 -2.25152 1.17151
C 5.53270 -2.74241 2.31556
C 4.74807 -3.19131 3.36781
C 3.36621 -3.16850 3.26468
H 1.38700 -0.75497 2.56802
H 2.00051 -5.21161 1.82325
H 0.74557 -7.22615 2.48173
H -1.46202 -7.01795 3.57335
H -2.38553 -4.77067 4.04727
H -1.10652 -2.74602 3.39757
H 3.07139 -1.85589 0.16846
H 5.52673 -1.87348 0.35458
H 6.61305 -2.76824 2.38744
H 5.21453 -3.56040 4.27411
H 2.75132 -3.50104 4.09234
S -3.46441 1.50166 -3.25048
P -1.63099 0.83536 -3.54092
S -0.55024 0.09224 -1.99254
C -0.62299 2.11975 -4.36507
C 0.50134 2.66712 -3.76289
C 1.21671 3.66424 -4.41428
C 0.80401 4.11312 -5.65946
C -0.32792 3.57034 -6.25792
C -1.04225 2.57508 -5.61255
C -1.59576 -0.54022 -4.74751
C -2.77087 -1.06264 -5.26708
C -2.72389 -2.17629 -6.09463
C -1.50854 -2.77328 -6.39272
C -0.33118 -2.24383 -5.88010
C -0.37181 -1.12785 -5.06231
H 0.81878 2.30138 -2.79244
H 2.10336 4.07728 -3.94883
H 1.36610 4.88227 -6.17505
H -0.64925 3.92086 -7.23126
H -1.93111 2.14980 -6.06371
H -3.71579 -0.59933 -5.01180
H -3.64106 -2.59025 -6.49558
H -1.47834 -3.65872 -7.01568
H 0.61755 -2.71503 -6.10397
H 0.53888 -0.71775 -4.64275
O 1.59244 0.70655 0.80980
N 2.05945 1.46134 -0.10123
C 2.93626 2.36563 0.26414
C 3.45825 3.25175 -0.71569
N 3.90287 3.99539 -1.47383
C 3.37616 2.48681 1.61793
N 3.69162 2.51936 2.72528
C -2.46475 3.90264 -0.55582
C -2.50080 2.83660 0.55729
C -2.91199 3.50999 1.88474
C -3.51770 1.74479 0.20170
C -1.13784 2.28845 0.69148
H -3.46134 4.32484 -0.67933
H -2.15590 3.45569 -1.50213
H -1.77047 4.70853 -0.30440
H -3.89223 3.96593 1.75281
H -2.19799 4.28609 2.17173
H -2.97112 2.77568 2.68928
H -4.53775 2.13045 0.26593
H -3.42450 0.89972 0.88898
H -3.35395 1.38698 -0.81395
H -0.37074 3.04927 0.87612
I 1.05037 4.14621 5.67359
C -0.10327 2.57348 4.89025
C -1.07174 1.96273 5.67140
C -1.79717 0.92656 5.09855
C -1.55986 0.58476 3.78141
N -0.63056 1.19037 3.03650
C 0.11395 2.14351 3.59568
H -1.24703 2.27516 6.69079
H -2.53304 0.38678 5.67858
H -2.10958 -0.20896 3.29295
H 0.90399 2.56860 2.98598


[3]
15
Properties=species:S:1:pos:R:3 method="wB97M-V/def2-TZVPD" total_charge=0 homo_ev=-8.781 e_tot_ha=-382.04041
H 0.22169 1.84122 0.74245
H 1.04338 1.44514 1.95817
H 2.93516 -1.42177 -2.30705
H 2.19902 -0.87020 -1.09713
H 0.03794 -1.39943 -0.90401
H 1.28471 -1.83576 -0.15220
H -2.94138 -2.47951 -0.33782
H -2.28536 -1.16538 -0.72863
H -1.33748 3.12630 0.89290
H -0.55071 4.34063 1.35813
O 0.25639 1.93846 1.70074
O 2.42539 -1.69745 -1.53690
O 0.32228 -1.86840 -0.11142
O -2.63378 -1.98195 -1.10386
O -0.44616 3.41169 1.12333


[4]
60
Properties=species:S:1:pos:R:3 method="wB97M-V/def2-TZVPD" total_charge=+1 s2=6.047 homo_ev="-10.565 / -10.634" multiplicity=5 e_tot_ha=-3934.15358
Co -0.78018 0.18487 0.55041
Cl -3.90179 -4.84460 4.19285
C -3.01534 -3.51695 3.74806
C -2.64638 -2.63076 4.74445
C -2.03771 -1.43733 4.39963
I -1.32563 -0.27745 5.98042
C -1.61216 -1.11740 3.06941
O -0.93372 -0.04766 2.80621
C -1.88784 -2.15348 2.00829
N -1.59230 -1.84577 0.76650
C -1.76573 -2.78755 -0.15443
C -2.35291 -4.03664 0.06935
C -2.76030 -4.30150 1.40833
C -2.57297 -3.35031 2.38095
H -2.83098 -2.85766 5.79613
H -1.55791 -2.59258 -1.24249
H -2.36099 -4.66775 -0.79193
H -3.45579 -5.17778 1.58405
S -0.74829 1.22382 -3.97077
C 0.21241 -0.18862 -3.87725
C 0.99074 -0.77015 -4.83463
C 1.77296 -1.86421 -4.56292
C 1.79207 -2.37088 -3.28885
C 1.01618 -1.81769 -2.27325
C 0.23224 -0.72289 -2.59096
N -0.52360 0.01250 -1.69872
C -1.06447 1.04914 -2.26802
C -1.96161 1.91368 -1.49487
C -2.51364 3.08833 -2.00441
C -3.10358 3.94991 -1.12037
C -3.16828 3.66368 0.21455
C -2.63654 2.49901 0.67382
C -2.06991 1.58367 -0.13137
H 1.13975 -0.30314 -5.76981
H 2.47362 -2.22373 -5.32365
H 2.62250 -3.09565 -3.10769
H 1.13249 -2.13218 -1.21385
H -2.29873 3.42381 -3.01818
H -3.31286 4.98175 -1.48132
H -3.61907 4.37023 0.92456
H -2.80931 2.26032 1.73515
O 1.23971 -0.26001 0.77085
C 1.99908 0.55683 1.29536
C 3.37841 0.21677 1.77137
C 4.26068 0.99777 0.86589
C 3.76831 1.42658 -0.54587
C 2.97819 2.74207 -0.55942
C 1.56308 2.56664 -0.04641
N 1.60602 1.89081 1.34253
H 3.52015 -0.85378 1.75378
H 3.47185 0.54186 2.77433
H 5.16721 0.38036 0.71180
H 4.57655 1.82179 1.48432
H 3.06698 0.70837 -0.89574
H 4.67812 1.54568 -1.18276
H 2.95046 3.01889 -1.65628
H 3.49424 3.54241 -0.06860
H 0.99576 1.99827 -0.73693
H 1.06447 3.50454 0.10172
H 2.05629 2.58179 1.98668


[5]
107
Properties=species:S:1:pos:R:3 method="wB97M-V/def2-TZVPD" total_charge=+4 s2=0.756 homo_ev="-17.924 / -17.924" multiplicity=2 e_tot_ha=-5253.24444
Ir -0.23926 -1.07357 0.32830
Br 3.80134 0.56009 -0.36412
C 3.58487 -0.96539 0.73418
C 4.75692 -1.44221 1.30983
C 4.69805 -2.57673 2.09429
C 3.46400 -3.18330 2.27120
C 2.35734 -2.61585 1.67165
N 2.38237 -1.51191 0.89507
C 1.04372 -3.27297 1.92610
O 0.93457 -4.34142 2.45243
O -0.06623 -2.59873 1.58015
H 5.68931 -0.92657 1.13060
H 5.59150 -2.97894 2.55314
H 3.33715 -4.07682 2.86636
C 2.48183 -1.95838 -2.68125
C 3.50337 -1.81286 -3.92632
N 2.72047 -1.23482 -4.96655
C 2.40339 0.13187 -4.72977
C 1.51799 0.11961 -3.36822
N 1.26272 -1.24790 -2.98774
C 0.58238 -1.92338 -4.07112
C 1.59448 -2.02722 -5.33443
H 2.96070 -1.55024 -1.79876
H 2.25724 -3.01282 -2.52788
H 3.87419 -2.79498 -4.21152
H 4.32791 -1.15426 -3.66369
H 1.82522 0.54206 -5.55413
H 3.30771 0.71416 -4.57062
H 0.58057 0.63691 -3.56489
H 2.06296 0.63504 -2.58322
H -0.29143 -1.35357 -4.37934
H 0.28879 -2.93037 -3.77797
H 1.11151 -1.62938 -6.22398
H 1.89645 -3.05880 -5.49774
C -1.49087 -6.07974 -1.94113
C -1.14208 -5.74911 -0.50690
N -0.94254 -4.29799 -0.40723
C -1.66868 -3.40879 -1.09226
N -1.49621 -2.08216 -0.86974
C -2.20320 -1.14226 -1.74533
C -3.61048 -1.62393 -2.03822
C -3.47560 -2.96261 -2.73017
N -2.54583 -3.83790 -2.00864
C -2.71188 -5.27377 -2.32685
H -1.70947 -7.14063 -2.04810
H -0.64929 -5.84773 -2.59755
H -0.22048 -6.22619 -0.18244
H -1.94158 -6.06882 0.16589
H -0.50162 -3.94923 0.42968
H -1.66152 -1.02383 -2.68860
H -2.18554 -0.15327 -1.28513
H -4.13214 -0.92361 -2.68986
H -4.19097 -1.72024 -1.11602
H -3.12272 -2.82894 -3.75637
H -4.43328 -3.48065 -2.78252
H -2.91052 -5.33801 -3.39658
H -3.59786 -5.64145 -1.80347
C -2.07230 0.25852 4.00936
C -1.07978 -0.05787 2.87499
N -1.78527 -0.56000 1.64875
C -2.76142 0.45202 1.13760
C -3.66191 0.97911 2.27583
N -3.46110 0.10277 3.47118
C -3.70285 -1.32197 3.08429
C -2.61990 -1.74565 2.06794
H -1.95766 1.28434 4.35588
H -1.96940 -0.42877 4.84648
H -0.38748 -0.83643 3.18412
H -0.49891 0.81747 2.60078
H -3.36572 -0.03788 0.37922
H -2.21611 1.24611 0.64243
H -4.71211 0.92033 1.99751
H -3.42862 2.00222 2.56918
H -4.12579 0.37721 4.19893
H -4.70820 -1.38597 2.67204
H -3.65911 -1.93011 3.98541
H -3.07459 -2.15609 1.17112
H -1.95525 -2.48994 2.48906
C 3.54821 5.47079 1.10375
C 3.55633 4.13108 0.37382
C 2.28033 3.88279 -0.42113
N 1.12607 3.80497 0.48483
C 0.24533 2.85823 0.63398
S 0.33125 1.38682 -0.30830
N -0.76454 3.02200 1.53759
C -1.05745 3.94435 2.59826
O -1.71902 3.45768 3.48970
C -0.59931 5.33586 2.54316
C -0.22117 5.95258 3.73825
C 0.15637 7.28461 3.72850
C 0.11898 8.00915 2.54337
C -0.29475 7.40845 1.35773
C -0.64851 6.07100 1.35041
H 4.50397 5.64716 1.59303
H 2.78379 5.51486 1.88611
H 3.37589 6.29617 0.41082
H 3.70443 3.30973 1.07951
H 4.39112 4.09826 -0.32947
H 2.31433 2.96578 -1.00117
H 2.09140 4.71462 -1.10338
H 0.97385 4.64469 1.04137
H -1.32403 2.20398 1.65965
H -0.22197 5.38532 4.65966
H 0.46485 7.76448 4.64705
H 0.39666 9.05486 2.54474
H -0.35922 7.99062 0.44858
H -1.00939 5.61418 0.43497


[6]
8
Properties=species:S:1:pos:R:3 method="wB97M-V/def2-TZVPD" total_charge=0 homo_ev=-10.245 smiles="C=C(Cl)C(=O)Cl" e_tot_ha=-1111.07301
C 0.22580 0.13463 -0.20445
C 0.98230 0.28392 -1.23018
Cl 0.58673 0.57103 -2.85734
C 2.67483 -0.26420 -0.96900
O 2.88859 -0.60445 0.13537
Cl 3.69854 -0.23069 -2.29209
H -0.71833 0.44828 -0.01430
H 0.84933 -0.05282 0.80500


[7]
19
Properties=species:S:1:pos:R:3 method="wB97M-V/def2-TZVPD" total_charge=0 homo_ev=-7.830 smiles="C=C(C)/C=C/C.O" e_tot_ha=-310.93227
C -0.10257 1.03717 -2.38856
C 0.04810 0.08586 -1.31750
C 0.75674 -1.20340 -1.43543
C -0.77329 0.38965 -0.09182
C -1.50086 1.49348 0.18404
C -2.01566 2.07607 1.51670
H -0.06624 0.92853 -3.45061
H -0.03044 2.12315 -2.01107
H 0.12008 -2.10813 -1.72265
H 1.21495 -1.38218 -0.39624
H 1.54132 -1.05270 -2.13097
H -0.26828 -0.21078 0.72302
H -1.56833 2.29284 -0.60353
H -1.48593 2.95620 1.59175
H -3.14750 2.26321 1.55519
H -1.67817 1.47888 2.37828
O 2.66851 -3.53360 2.34034
H 3.14119 -3.32000 3.20800
H 3.14639 -4.31428 2.05107


[8]
81
Properties=species:S:1:pos:R:3 method="wB97M-V/def2-TZVPD" total_charge=+1 s2=0.778 homo_ev="-9.630 / -9.630" multiplicity=2 e_tot_ha=-14256.12788
O -2.92745 -1.67088 6.87563
V -2.40893 -0.30325 6.24587
C 2.57938 0.26092 1.69280
F 3.42665 0.22940 0.64496
F 2.95668 -0.62939 2.54461
F 2.79899 1.57258 2.12211
S 0.68229 0.07221 1.14691
O 0.05485 1.38290 1.31672
O 0.72093 -0.33189 -0.28566
N -0.00074 -1.03376 2.33739
S 0.32637 -2.51700 1.80928
O 1.63794 -2.77545 1.15232
O 0.02243 -3.29260 2.96560
C -1.04665 -2.86595 0.47937
F -0.59759 -2.72495 -0.84135
F -1.37680 -4.13462 0.56419
F -2.16771 -2.16416 0.65331
C -2.37180 10.01335 3.36121
O -1.84855 11.06444 3.68651
N -3.40873 9.54250 4.15618
C -3.75725 8.09934 4.13842
C -4.02108 10.33350 5.22519
H -2.01592 9.23066 2.67349
H -3.13871 7.41306 3.56004
H -4.77292 8.01884 3.75108
H -3.73954 7.60225 5.10830
H -4.95442 10.88713 5.12283
H -4.30922 9.62624 6.00291
H -3.41687 11.05088 5.78054
C 4.03220 -8.55309 -5.00276
O 3.96789 -9.10489 -6.13877
N 5.18176 -8.65797 -4.16931
C 5.11541 -7.97992 -2.87281
C 6.38631 -9.57899 -4.39710
H 3.21035 -7.93970 -4.60211
H 5.50579 -8.63064 -2.09033
H 4.11662 -7.58932 -2.67801
H 5.85372 -7.17912 -2.83157
H 6.23647 -10.60948 -4.07502
H 6.38541 -9.72281 -5.47757
H 7.32691 -9.03892 -4.28897
C -3.29950 5.05608 -3.12408
O -3.18938 6.29960 -3.30328
N -4.14708 4.24257 -3.83124
C -4.25924 2.75909 -3.52176
C -4.98220 4.76417 -4.92818
H -2.72998 4.45741 -2.39644
H -5.28286 2.45445 -3.73966
H -3.92089 2.40715 -2.54721
H -3.83411 2.08124 -4.26195
H -5.11135 5.84355 -5.00789
H -4.47381 4.32653 -5.78731
H -5.91793 4.24569 -5.13720
C 4.04072 7.05005 -4.75917
C 4.18015 6.62749 -3.34281
C 4.22144 7.61012 -2.21889
C 3.39516 8.74246 -2.48825
N 2.68300 9.59240 -2.68124
H 3.96133 6.26087 -5.50683
H 5.00708 7.51982 -4.94234
H 3.15010 7.67287 -4.84270
H 4.93769 5.87866 -3.11152
H 3.21100 6.14431 -3.21884
H 5.20497 7.92382 -1.86908
H 3.72136 7.12044 -1.38328
Br 3.90804 -8.23251 4.63915
C 4.89104 -7.03449 5.79906
C 6.11909 -6.43935 5.08896
Br 7.14381 -5.32863 6.40329
H 5.33065 -7.55279 6.65124
H 4.17605 -6.33767 6.23648
H 5.69965 -5.93654 4.21756
H 6.81535 -7.21991 4.78227
Br -9.63098 -9.18177 -0.91199
C -9.08947 -8.98881 1.02647
C -7.68915 -8.55370 1.18260
Br -7.07586 -8.68580 3.09744
H -9.27313 -9.88450 1.61985
H -9.65981 -8.13784 1.39884
H -7.30513 -7.62619 0.75794
H -7.17010 -9.31152 0.59575


[9]
9
Properties=species:S:1:pos:R:3 method="wB97M-V/def2-TZVPD" total_charge=0 homo_ev=-9.495 e_tot_ha=-1247.29647
C -0.69472 -0.20299 0.86249
C 1.29681 0.13434 -1.01051
O -0.79949 0.99865 0.83963
S -1.86795 -1.08692 1.96561
S 0.50365 -1.18981 0.04523
I 0.38011 0.11832 -2.92933
H 2.32941 -0.05115 -1.16901
H 1.24010 1.08702 -0.69040
H -2.38793 0.19254 2.08630